1.
The following is a DFT calculation (the ωB97M-V functional and the def2-TZVPD basis) of a single C4H4S2 molecule.

As for the SMILES: S1[C@H]2S[C@H]3[C@@H]1[C@@H]23. The highest occupied orbital energy comes out at -8.1907 eV. The molar mass comes out at 116.21 g mol⁻¹. The net charge is 0. As for the energy relative to the best compared isomer or geometry (same formula, charge and spin): 54.7 kcal per mole. As for the LUMO energy: 0.66 eV.

Last column: Mulliken charge in e.
Geometry (Å):
S -1.260 1.448 -0.078  -0.197
C -0.810 0.001 0.974  -0.104
S -1.251 -1.452 -0.047  -0.191
C 0.224 -0.770 -0.830  -0.311
C 0.270 0.743 -0.746  -0.140
C 0.651 0.042 0.518  -0.812
H -1.145 0.010 2.002  0.517
H 0.859 -1.342 -1.479  0.417
H 0.906 1.315 -1.403  0.425
H 1.557 0.004 1.089  0.398

---

2.
The following is a DFT calculation (the ωB97M-V functional and the def2-TZVPD basis) of a single C4H4S2 molecule.

As for the SMILES: C1=CCSSC=1. The highest occupied orbital energy comes out at -8.1555 eV. The molar mass comes out at 116.21 g mol⁻¹. The net charge is 0. As for the energy relative to the best compared isomer or geometry (same formula, charge and spin): 76.4 kcal per mole. As for the LUMO energy: -0.70 eV.

Last column: Mulliken charge in e.
Geometry (Å):
C 0.241 0.913 1.140  -0.237
C 0.594 0.630 -0.125  0.025
C -0.100 -0.455 -0.759  -0.815
S -1.869 0.068 -1.459  -0.065
S -2.415 0.887 0.366  -0.065
C -0.976 0.708 1.575  -0.241
H 1.319 1.307 -0.619  0.335
H 0.556 -0.554 -1.587  0.346
H -0.283 -1.347 -0.217  0.427
H -1.552 0.533 2.591  0.291

---

3.
The following is a DFT calculation (the ωB97M-V functional and the def2-TZVPD basis) of 2 unconnected molecules or ions with the total composition C4H4S2.

The highest occupied orbital energy comes out at -9.5486 eV. The molar mass comes out at 116.21 g mol⁻¹. The net charge is 0. As for the energy relative to the best compared isomer or geometry (same formula, charge and spin): 44.0 kcal per mole. As for the LUMO energy: -0.15 eV.

Last column: Mulliken charge in e.
Geometry (Å):
C 1.173 -0.105 0.078  0.389
C -2.533 0.407 -0.388  0.528
C 0.512 -0.430 -0.967  -0.806
C 1.624 0.075 1.300  -0.650
S -2.182 1.730 0.355  -0.230
S -2.772 -0.918 -1.154  -0.291
H -0.199 -1.216 -0.937  0.358
H 0.669 0.102 -1.859  0.267
H 2.705 -0.306 1.610  0.202
H 1.003 0.661 1.963  0.235

---

4.
The following is a DFT calculation (the ωB97M-V functional and the def2-TZVPD basis) of a single C4H4S2 molecule.

As for the SMILES: C=C(C=S)C=S. The highest occupied orbital energy comes out at -8.7725 eV. The molar mass comes out at 116.21 g mol⁻¹. The net charge is 0. As for the energy relative to the best compared isomer or geometry (same formula, charge and spin): 50.6 kcal per mole. As for the LUMO energy: -1.29 eV.

Last column: Mulliken charge in e.
Geometry (Å):
C -0.545 1.266 -0.209  -0.792
C -0.078 0.001 -0.043  0.896
C -0.865 -1.260 -0.023  -0.176
S -2.439 -1.245 -0.094  -0.263
C 1.469 -0.086 0.170  -0.385
S 2.486 -1.268 -0.185  -0.203
H 0.014 2.204 -0.338  0.287
H -1.673 1.464 -0.198  0.208
H -0.198 -2.094 0.339  0.236
H 1.828 1.017 0.582  0.191

---

5.
The following is a DFT calculation (the ωB97M-V functional and the def2-TZVPD basis) of 21 unconnected molecules or ions with the total composition C4H53N5O20P.

The highest occupied orbital energy comes out at -11.8473 eV. The molar mass comes out at 522.46 g mol⁻¹. The net charge is +1. As for the LUMO energy: -3.54 eV.

Last column: Mulliken charge in e.
Geometry (Å):
N -1.517 1.347 1.626  -0.674
P -1.783 1.900 0.174  0.102
C -3.061 0.809 -0.624  -0.106
C -3.794 -0.039 0.428  -0.927
C -2.999 -1.274 0.797  -0.465
N -2.674 -2.032 -0.494  -0.275
C -1.865 -1.177 -1.179  -0.093
N -0.576 -1.351 -1.262  0.119
N 0.278 -0.454 -1.930  -0.567
N -2.401 -0.001 -1.694  -0.190
H -0.525 1.175 1.767  0.195
H -2.291 3.213 0.154  0.101
H -0.660 1.928 -0.669  -0.003
H -3.807 1.433 -1.119  0.587
H -3.979 0.518 1.345  0.436
H -4.742 -0.354 -0.013  0.495
H -2.043 -0.937 1.205  0.177
H -3.524 -1.906 1.506  0.520
H -2.175 -2.887 -0.253  0.321
H -0.170 -2.156 -0.794  0.430
H 0.580 0.214 -1.222  0.259
H 1.103 -0.980 -2.214  0.316
H -3.050 -0.199 -2.448  0.334
O 2.453 -1.664 -3.384  -0.649
H 1.768 -1.779 -4.056  0.227
H 3.288 -1.814 -3.852  0.293
O 1.393 -0.921 1.273  -0.587
H 0.611 -1.106 0.752  0.204
H 2.123 -0.922 0.635  0.395
O 4.999 -1.041 -4.499  -0.658
H 5.561 -0.661 -5.183  0.306
H 4.884 -0.315 -3.874  0.306
O -5.483 -1.961 2.493  -0.577
H -6.176 -2.576 2.748  0.260
H -5.524 -1.234 3.130  0.314
O 1.524 2.322 -2.743  -0.632
H 0.789 1.767 -2.468  0.393
H 1.485 3.085 -2.157  0.289
O 1.433 3.138 0.983  -0.457
H 1.142 3.690 1.719  0.303
H 1.760 2.329 1.405  0.286
O -4.491 -0.150 4.561  -0.656
H -4.091 0.615 4.999  0.342
H -3.784 -0.806 4.531  0.295
O 3.259 1.171 2.132  -0.637
H 2.945 0.261 2.099  0.258
H 4.176 1.150 1.829  0.366
O 3.014 2.430 4.784  -0.622
H 3.157 1.761 5.459  0.297
H 3.104 1.967 3.939  0.386
O 2.230 5.624 -1.068  -0.600
H 1.968 4.781 -0.681  0.205
H 2.210 5.482 -2.020  0.337
O -6.341 -2.045 -1.705  -0.637
H -6.150 -1.547 -2.505  0.310
H -5.483 -2.256 -1.323  0.300
O 0.863 -3.834 -4.220  -0.614
H 0.257 -4.534 -4.484  0.265
H 1.739 -4.242 -4.291  0.359
O -1.115 -0.541 4.082  -0.593
H -0.903 0.070 3.365  0.337
H -0.274 -0.751 4.499  0.303
O -5.034 2.123 6.150  -0.625
H -5.844 2.010 5.643  0.307
H -5.328 2.381 7.032  0.310
O 3.965 -0.999 -0.747  -0.580
H 3.345 -1.192 -1.461  0.231
H 4.828 -1.231 -1.107  0.325
O 2.856 -4.676 -5.930  -0.633
H 2.211 -4.750 -6.643  0.316
H 3.694 -4.878 -6.361  0.305
O 3.712 -3.549 -8.377  -0.622
H 4.314 -3.189 -9.036  0.307
H 3.662 -2.874 -7.692  0.323
O -5.248 1.641 9.079  -0.624
H -5.554 2.286 9.724  0.317
H -4.864 0.934 9.605  0.302
O 4.451 3.544 -0.487  -0.604
H 4.572 4.455 -0.199  0.332
H 3.530 3.361 -0.277  0.281
O 6.031 1.076 0.747  -0.619
H 5.326 0.630 0.258  0.236
H 6.728 1.163 0.089  0.300

---

6.
The following is a DFT calculation (the ωB97M-V functional and the def2-TZVPD basis) of a molecular structure, C4H5AgO2.

The highest occupied orbital energy comes out at -17.0453 eV. The molar mass comes out at 192.95 g mol⁻¹. The net charge is +2. As for the energy relative to the best compared isomer or geometry (same formula, charge and spin): 81.1 kcal per mole. As for the LUMO energy: -9.23 eV.

Last column: Mulliken charge in e.
Geometry (Å):
H -0.941 -0.727 -2.676  0.238
C -0.016 -1.555 -1.663  -0.520
C -0.991 -0.550 -1.390  0.278
O -1.895 -0.477 -0.611  -0.427
Ag -3.823 1.113 0.315  0.944
H 0.984 -1.207 -1.942  0.522
O 0.651 -3.115 0.672  -0.266
C 0.256 -2.921 -0.480  0.527
C -0.271 -3.449 -1.625  -0.406
H 0.831 -2.304 1.196  0.452
H -1.350 -3.651 -1.634  0.314
H 0.387 -4.002 -2.304  0.344